a:
Molecular formula: C7H8O3
Method: DFT, ωB97M-V/def2-TZVPD

Geometry (Å):
1 O -1.36 1.16 2.00
2 C -0.96 0.80 0.94
3 O 0.76 -0.68 -1.55
4 C -0.04 0.29 -1.85
5 C -1.48 0.24 -1.47
6 C -1.03 1.21 -0.39
7 C -0.73 2.60 -0.79
8 C -0.02 2.75 -1.92
9 C 0.50 1.50 -2.58
10 H -2.15 0.68 -2.23
11 H -1.78 -0.74 -1.09
12 H -0.89 3.42 -0.09
13 H 0.03 3.70 -2.46
14 H 1.60 1.46 -2.58
15 H 0.18 1.43 -3.64
16 O 0.18 -0.84 1.05
17 H 0.78 -0.65 1.78
18 H 0.65 -1.01 -0.10

Properties
* orbital gap: 8.241 eV
* net charge: 0
* LUMO: 0.4 eV

Results of the natural (NBO) charge analysis, in e, for atoms 1 through 2: number 1, O, carries -0.459; number 2, C, carries 0.858

b:
Molecular formula: C7H8O3
Method: DFT, ωB97M-V/def2-TZVPD

Geometry (Å):
1 C 0.07 -1.76 -0.14
2 C -2.08 -0.81 -0.76
3 C -1.37 -1.96 -0.05
4 C 1.13 -1.01 -0.47
5 C 2.44 -1.56 -0.09
6 C -1.51 1.31 0.71
7 C -2.21 0.40 -0.18
8 O -1.94 -2.89 0.50
9 O 1.04 0.31 -0.89
10 O -3.37 0.95 -0.58
11 H 2.93 -1.71 -1.01
12 H 2.43 -2.57 0.43
13 H 2.99 -0.74 0.37
14 H -0.92 2.09 0.13
15 H -0.82 0.65 1.26
16 H -2.28 1.79 1.34
17 H 0.11 0.43 -1.05
18 H -3.80 0.39 -1.26

Properties
* orbital gap (spin up / spin down): 7.859 / 8.802 eV
* net charge: 0
* LUMO (spin up / spin down): -1.2 / -0.5 eV

Results of the natural (NBO) charge analysis, in e, for atoms 1 through 2: number 1, C, carries -0.062; number 2, C, carries -0.166

c:
Molecular formula: C7H8O3
Method: DFT, ωB97M-V/def2-TZVPD

Geometry (Å):
1 C -0.77 -2.14 -2.07
2 C -0.31 -1.18 -1.55
3 C 0.35 0.08 -1.07
4 O 1.13 0.80 -1.99
5 C 1.14 -0.51 0.03
6 C 0.80 -0.56 1.29
7 C -0.40 0.13 1.83
8 O -0.08 1.15 2.71
9 O -1.33 0.44 0.76
10 C -0.82 1.15 -0.35
11 H -1.16 -3.13 -2.35
12 H 0.47 1.00 -2.69
13 H 2.15 -0.91 -0.25
14 H 1.45 -0.96 2.04
15 H -0.85 -0.60 2.44
16 H 0.14 2.00 2.25
17 H -0.16 1.92 -0.07
18 H -1.73 1.32 -0.98

Properties
* SMILES: C#C[C@]1(O)C=C[C@@H](O)OC1
* orbital gap: 10.057 eV
* net charge: 0
* LUMO: 0.7 eV

Results of the natural (NBO) charge analysis, in e, for atoms 1 through 2: number 1, C, carries -0.207; number 2, C, carries -0.069

Ranked by calculated energy, most stable first: a, c, b.

a:
Molecular formula: C5H6O
Method: DFT, ωB97M-V/def2-TZVPD

Geometry (Å):
1 C 0.96 -1.67 -0.74
2 C 0.06 -0.83 -0.44
3 C -1.17 -0.12 -0.33
4 C -0.15 0.90 -0.08
5 C 0.23 1.39 1.22
6 O 1.03 2.29 1.41
7 H 1.99 -1.43 -0.86
8 H 0.54 -2.70 -0.78
9 H -1.75 0.03 -1.12
10 H -1.69 -0.39 0.53
11 H 0.31 1.36 -0.97
12 H -0.35 1.16 2.15

Properties
* SMILES: C=C1C[C@H]1C=O
* orbital gap: 9.986 eV
* net charge: 0
* LUMO: 0.8 eV

Results of the natural (NBO) charge analysis, in e, for atoms 1 through 2: number 1, C, carries -0.423; number 2, C, carries 0.137

b:
Molecular formula: C5H6O
Method: DFT, ωB97M-V/def2-TZVPD

Geometry (Å):
1 C 2.81 -0.30 0.87
2 C 1.94 -0.12 0.05
3 C 0.69 0.07 -0.68
4 O 0.60 -0.01 -1.89
5 C -0.48 0.40 0.23
6 C -1.82 -0.07 -0.32
7 H 3.55 -0.46 1.61
8 H -0.27 -0.03 1.21
9 H -0.46 1.49 0.36
10 H -2.65 0.41 0.22
11 H -1.93 -1.15 -0.20
12 H -1.90 0.17 -1.39

Properties
* SMILES: C#CC(=O)CC
* orbital gap: 10.672 eV
* net charge: 0
* LUMO: 0.3 eV

Results of the natural (NBO) charge analysis, in e, for atoms 1 through 2: number 1, C, carries -0.145; number 2, C, carries -0.130

c:
Molecular formula: C5H6O
Method: DFT, ωB97M-V/def2-TZVPD

Geometry (Å):
1 C 2.58 -0.39 -0.21
2 C 1.40 -0.24 0.04
3 C 0.03 -0.05 0.15
4 C -1.15 -0.73 -0.52
5 O -1.96 0.43 -0.28
6 C -0.84 1.18 0.22
7 H 3.51 -0.71 0.15
8 H 0.53 -0.49 1.27
9 H -1.03 -0.95 -1.59
10 H -1.51 -1.63 -0.03
11 H -1.00 1.58 1.23
12 H -0.56 2.01 -0.43

Properties
* SMILES: C#CC1COC1
* orbital gap: 9.825 eV
* net charge: 0
* LUMO: 0.8 eV

Results of the natural (NBO) charge analysis, in e, for atoms 1 through 2: number 1, C, carries -0.259; number 2, C, carries -0.090

Ranked by calculated energy, most stable first: b, a, c.

a:
Molecular formula: C5H6O
Method: DFT, ωB97M-V/def2-TZVPD

Geometry (Å):
1 C 1.00 0.97 -0.76
2 C 0.63 -0.28 -1.53
3 C -0.48 -0.96 -1.35
4 O -1.46 -1.57 -1.19
5 H 1.14 1.82 -1.43
6 H 1.92 0.82 -0.20
7 H 0.21 1.23 -0.04
8 H 1.31 -0.68 -2.28
9 C -1.25 -0.80 1.85
10 C -0.89 0.12 2.54
11 H -1.56 -1.60 1.22
12 H -0.58 0.93 3.17

Properties
* SMILES: CC=C=O.C#C
* orbital gap: 9.729 eV
* net charge: 0
* LUMO: 0.8 eV

Results of the natural (NBO) charge analysis, in e, for atoms 1 through 2: number 1, C, carries -0.603; number 2, C, carries -0.541

b:
Molecular formula: C5H6O
Method: DFT, ωB97M-V/def2-TZVPD

Geometry (Å):
1 C -1.60 1.01 -0.13
2 C -0.74 -0.23 0.00
3 O -0.86 -0.91 1.01
4 C 0.44 -0.40 -0.88
5 C 1.62 -0.56 -0.11
6 C 2.04 -0.34 1.07
7 H -2.62 0.77 0.16
8 H -1.56 1.54 -1.08
9 H -1.20 1.67 0.65
10 H 0.45 -0.40 -1.97
11 H 1.63 -1.52 -0.75
12 H 2.40 -0.64 2.03

Properties
* orbital gap (spin up / spin down): 7.633 / 7.694 eV
* net charge: 0
* LUMO (spin up / spin down): -0.4 / -0.6 eV

Results of the natural (NBO) charge analysis, in e, for atoms 1 through 2: number 1, C, carries -0.705; number 2, C, carries 0.528

c:
Molecular formula: C5H6O
Method: DFT, ωB97M-V/def2-TZVPD

Geometry (Å):
1 O -1.02 -1.25 1.35
2 C -0.37 -0.51 0.51
3 C 0.18 -1.41 -0.48
4 C 0.98 0.31 0.64
5 C 0.51 1.32 -0.12
6 C -0.91 0.84 -0.17
7 H 0.02 -1.33 -1.56
8 H 0.67 -2.30 -0.10
9 H 1.94 0.08 1.09
10 H 0.99 2.18 -0.58
11 H -1.55 1.30 0.58
12 H -1.43 0.78 -1.13

Properties
* orbital gap (spin up / spin down): 6.701 / 8.348 eV
* net charge: 0
* LUMO (spin up / spin down): -1.4 / -0.9 eV

Results of the natural (NBO) charge analysis, in e, for atoms 1 through 2: number 1, O, carries -0.542; number 2, C, carries 0.164

Ranked by calculated energy, most stable first: a, c, b.

a:
Molecular formula: C5H6O
Method: DFT, ωB97M-V/def2-TZVPD

Geometry (Å):
1 C -1.92 0.30 -0.10
2 C -0.93 -0.87 -0.03
3 C 0.45 -0.40 0.14
4 C 1.56 0.05 0.31
5 C 2.88 0.59 0.56
6 O 3.07 1.75 0.85
7 H -1.87 0.90 0.81
8 H -1.69 0.95 -0.95
9 H -2.94 -0.08 -0.22
10 H -0.99 -1.48 -0.94
11 H -1.18 -1.53 0.81
12 H 3.71 -0.13 0.48

Properties
* SMILES: CCC#CC=O
* orbital gap: 10.696 eV
* net charge: 0
* LUMO: 0.4 eV

Results of the natural (NBO) charge analysis, in e, for atoms 1 through 2: number 1, C, carries -0.590; number 2, C, carries -0.486

b:
Molecular formula: C5H6O
Method: DFT, ωB97M-V/def2-TZVPD

Geometry (Å):
1 C 1.80 0.80 0.06
2 C 0.35 1.23 -0.26
3 C -0.56 0.11 -0.12
4 C -1.29 -0.85 0.06
5 C -2.14 -2.01 0.18
6 O -1.90 -2.96 0.89
7 H 1.99 0.92 1.13
8 H 1.94 -0.27 -0.18
9 H 2.57 1.38 -0.46
10 H 0.28 1.65 -1.27
11 H 0.00 2.00 0.44
12 H -3.05 -2.01 -0.44

Properties
* SMILES: CCC#CC=O
* orbital gap: 10.713 eV
* net charge: 0
* LUMO: 0.4 eV

Results of the natural (NBO) charge analysis, in e, for atoms 1 through 2: number 1, C, carries -0.596; number 2, C, carries -0.490

c:
Molecular formula: C5H6O
Method: DFT, ωB97M-V/def2-TZVPD

Geometry (Å):
1 O 0.56 2.51 1.03
2 C -0.36 1.69 0.49
3 C -0.43 1.17 -0.80
4 C -0.18 -0.13 -1.00
5 C -0.17 -1.56 -1.16
6 C 0.26 -1.02 0.25
7 H 1.20 2.05 1.59
8 H -1.29 1.57 0.85
9 H -1.11 -2.20 -1.17
10 H 0.66 -1.92 -1.72
11 H -0.44 -1.13 1.09
12 H 1.28 -1.04 0.55

Properties
* SMILES: OC=C=C1CC1
* orbital gap: 8.375 eV
* net charge: 0
* LUMO: 0.4 eV

Results of the natural (NBO) charge analysis, in e, for atoms 1 through 2: number 1, O, carries -0.698; number 2, C, carries 0.234

d:
Molecular formula: C5H6O
Method: DFT, ωB97M-V/def2-TZVPD

Geometry (Å):
1 O 2.52 -0.47 -0.51
2 C 1.34 -0.27 -0.24
3 C 0.29 -1.31 -0.01
4 C -1.39 -0.03 0.01
5 C -0.54 1.12 0.26
6 C 0.75 1.05 -0.09
7 H 0.02 -1.57 1.00
8 H 0.55 -2.22 -0.58
9 H -1.64 -0.30 -0.99
10 H -2.35 0.08 0.57
11 H -0.92 1.99 0.80
12 H 1.38 1.92 -0.22

Properties
* orbital gap: 9.214 eV
* net charge: 0
* LUMO: 0.1 eV

Results of the natural (NBO) charge analysis, in e, for atoms 1 through 2: number 1, O, carries -0.566; number 2, C, carries 0.459

Ranked by calculated energy, most stable first: a, b, d, c.

a:
Molecular formula: C3H10N3
Method: DFT, ωB97M-V/def2-TZVPD

Geometry (Å):
1 C 1.22 -1.29 1.63
2 N -0.08 -0.59 1.76
3 C -0.58 0.18 0.83
4 N -1.52 1.07 1.06
5 H 1.48 -1.63 2.63
6 H 1.95 -0.56 1.30
7 H 1.13 -2.17 1.01
8 H -0.50 -0.57 2.68
9 H -0.17 0.12 -0.17
10 H -1.96 1.20 1.95
11 H -1.90 1.61 0.29
12 C 0.34 0.27 -2.75
13 N 0.11 1.45 -3.14
14 H 1.03 0.10 -1.92
15 H 0.03 -0.64 -3.28
16 H -0.59 1.46 -3.88

Properties
* orbital gap: 9.728 eV
* net charge: +1
* LUMO: -3.8 eV

Results of the natural (NBO) charge analysis, in e, for atoms 1 through 2: number 1, C, carries -0.421; number 2, N, carries -0.505

b:
Molecular formula: C3H10N3
Method: DFT, ωB97M-V/def2-TZVPD

Geometry (Å):
1 C 2.33 0.13 0.33
2 C 1.27 0.84 -0.53
3 C 1.06 -0.43 0.00
4 N 0.29 -1.46 0.11
5 N -1.85 0.71 0.69
6 N -1.84 -0.20 -0.51
7 H 3.14 -0.13 -0.31
8 H 2.76 0.44 1.26
9 H 0.65 1.71 -0.23
10 H 1.43 0.75 -1.60
11 H -1.98 0.09 1.47
12 H -1.71 0.37 -1.30
13 H -2.65 1.32 0.71
14 H -2.69 -0.77 -0.58
15 H -0.66 -1.27 -0.31
16 H 0.44 -2.11 0.78

Properties
* orbital gap: 10.089 eV
* net charge: +1
* LUMO: -4.1 eV

Results of the natural (NBO) charge analysis, in e, for atoms 1 through 2: number 1, C, carries -0.475; number 2, C, carries -0.465

c:
Molecular formula: C3H10N3
Method: DFT, ωB97M-V/def2-TZVPD

Geometry (Å):
1 C -2.32 0.25 0.54
2 N -1.55 -0.21 -0.57
3 N -0.44 -0.99 -0.21
4 C 1.12 -0.05 0.03
5 C 2.25 -0.83 0.28
6 N 1.25 1.17 -0.34
7 H -3.18 0.79 0.10
8 H -2.86 -0.56 0.99
9 H -1.66 0.67 1.33
10 H -2.04 -0.88 -1.20
11 H -1.18 0.48 -1.30
12 H 2.20 -1.86 -0.14
13 H 3.26 -0.32 0.07
14 H 2.33 -0.98 1.48
15 H 2.16 1.46 -0.23
16 H 0.67 1.84 -0.83

Properties
* SMILES: C[NH2+]/N=C(/C)N
* orbital gap: 9.062 eV
* net charge: +1
* LUMO: -3.7 eV

Results of the natural (NBO) charge analysis, in e, for atoms 1 through 2: number 1, C, carries -0.443; number 2, N, carries -0.399

Ranked by calculated energy, most stable first: a, b, c.